A cluster of 13 separate species, C4H37N2O12 in total. Source: the OMol25 dataset; level of theory: the ωB97M-V functional and the def2-TZVPD basis.

Bonds (Å) are listed after each position.
Cartesian coordinates (Å):
1 C 1.17883 0.10059 0.98519  C2 1.540, N6 1.534, H7 1.107, H8 1.058
2 C -0.17462 0.46294 0.34653  C1 1.540, C3 1.637, H9 1.135, H10 1.080
3 C 0.04167 1.43382 -0.95381  C2 1.637, C4 1.521, H11 1.114, H12 1.088
4 C -0.54980 0.90216 -2.24974  C3 1.521, N5 1.523, H13 1.200, H14 1.194
5 N 0.23466 -0.27675 -2.81102  C4 1.523, H15 1.048, H16 0.995
6 N 1.22719 0.86967 2.31151  C1 1.534, H17 1.107, H18 1.017, H19 1.011
7 H 1.23054 -0.99363 1.14186  C1 1.107
8 H 2.02533 0.30718 0.38548  C1 1.058
9 H -0.91675 0.88932 1.09242  C2 1.135
10 H -0.71461 -0.32864 -0.15187  C2 1.080
11 H -0.41581 2.37667 -0.57680  C3 1.114
12 H 1.11659 1.58813 -1.01435  C3 1.088
13 H -0.68720 1.81606 -3.01546  C4 1.200
14 H -1.62338 0.43819 -2.00697  C4 1.194
15 H -0.21005 -0.76830 -3.62222  N5 1.048
16 H 0.34020 -0.97065 -2.10553  N5 0.995
17 H 0.21716 0.95056 2.75841  N6 1.107
18 H 1.64452 1.79754 2.32518  N6 1.017
19 H 1.66613 0.25740 2.98524  N6 1.011
20 H 0.75396 2.94198 0.94263  O22 1.060
21 H 1.88901 3.73976 1.61775  O22 0.928
22 O 1.80232 2.97931 1.09319  H20 1.060, H21 0.928
23 H 3.59640 0.22949 -1.45458  O25 0.966
24 H 2.60237 -0.23282 -2.58572  O25 0.989
25 O 3.34120 -0.52702 -1.99786  H23 0.966, H24 0.989
26 H -2.18464 -2.07063 -0.14284  O28 0.964
27 H -1.31336 -2.03289 1.11213  O28 0.959
28 O -2.17821 -1.78702 0.77818  H26 0.964, H27 0.959
29 H -1.62294 0.42546 4.19000  O31 0.951
30 H -1.83428 -0.04294 2.73732  O31 0.939
31 O -1.19811 0.26650 3.35422  H29 0.951, H30 0.939
32 H 2.52604 -3.28935 -0.95581  O34 0.913
33 H 2.60296 -1.82586 -1.27562  O34 0.960
34 O 2.01383 -2.53498 -1.00811  H32 0.913, H33 0.960
35 H 0.61411 -3.61879 -3.72050  O37 0.972
36 H 0.57968 -3.66738 -2.20864  O37 1.017
37 O -0.03508 -3.76660 -3.01281  H35 0.972, H36 1.017
38 H -1.22877 3.68063 2.71746  O40 0.945
39 H -1.36874 2.31070 2.11596  O40 0.947
40 O -0.72657 2.94242 2.40826  H38 0.945, H39 0.947
41 H -3.76529 2.87220 -0.10484  O43 0.964
42 H -2.83404 2.08841 -0.77574  O43 0.996
43 O -2.87501 2.56357 0.09922  H41 0.964, H42 0.996
44 H -3.11188 -2.02188 -2.34915  O46 0.932
45 H -1.58159 -2.21250 -2.24742  O46 0.956
46 O -2.31665 -1.63117 -2.06004  H44 0.932, H45 0.956
47 H 4.08858 2.52471 -1.36720  O49 0.979
48 H 3.45400 2.36960 0.04009  O49 0.981
49 O 3.62951 1.87963 -0.79162  H47 0.979, H48 0.981
50 H 0.66192 -3.98217 1.97300  O52 0.959
51 H 0.35221 -3.79745 0.33252  O52 0.961
52 O 0.35729 -3.45665 1.23104  H50 0.959, H51 0.961
53 H -4.28708 0.09264 1.91186  O55 0.959
54 H -3.10209 -0.72980 1.57375  O55 1.013
55 O -3.36060 0.23971 1.71332  H53 0.959, H54 1.013

Summary:
Lowest unoccupied orbital energy ... -2.36 eV
Molar mass ... 305.34 g mol⁻¹
HOMO ... -0.4329 Ha
E ... -32292.518 eV
Orbital gap ... 0.3462 hartree
ΔE to the lowest compared entry with this formula, charge and spin ... 281.5 kJ/mol
Charge ... +1

Results of the Löwdin charge analysis, in e, for atoms 1 through 2: -0.105 -0.136